1.
Molecular formula: BrCuPd
Method: DFT, ωB97M-V with the def2-TZVPD basis set

Properties
* Kohn-Sham gap (spin up / spin down): 0.382 / 0.243 Ha
* LUMO level (spin up / spin down): -10.54 / -14.17 eV
* E_HOMO (spin up / spin down): -20.9 / -20.8 eV
* max |F|: 0.30 eV Å⁻¹

```
! wB97M-V def2-TZVPD RIJCOSX def2/J DEFGRID3
* xyz 2 3
Pd -0.7248 -2.2583 0.8802
Cu 0.5826 2.0556 -1.4091
Br 0.1422 0.2027 0.5290
*
```

Taken from the Löwdin analysis, the atomic charges in e are: atom 1 (Pd): 0.75, atom 2 (Cu): 0.68, atom 3 (Br): 0.56



2.
Molecular formula: BrH12O6
Method: DFT, ωB97M-V with the def2-TZVPD basis set

Properties
* Kohn-Sham gap (spin up / spin down): 0.412 / 0.201 Ha
* LUMO level (spin up / spin down): -0.26 / -5.97 eV
* E_HOMO (spin up / spin down): -11.5 / -11.4 eV
* max |F|: 0.93 eV Å⁻¹

```
! wB97M-V def2-TZVPD RIJCOSX def2/J DEFGRID3
* xyz 0 2
Br -0.0676 -0.3587 -0.6712
O -3.0875 0.9154 -0.6737
H -2.2616 0.4477 -0.7972
H -2.8917 1.8184 -0.9234
O 1.3937 -2.7329 1.0777
H 2.2757 -2.3696 1.1571
H 0.9971 -2.2447 0.3562
O -0.2465 -1.6108 -3.5607
H 0.1751 -0.9184 -4.0697
H -0.3895 -1.2213 -2.6981
O -0.2562 -1.1299 2.3774
H -0.4168 -0.6479 1.5662
H 0.2515 -1.8946 2.1057
O 2.3974 1.6554 1.0397
H 1.8945 0.9717 0.5972
H 2.3389 2.4120 0.4563
O -0.9558 2.2941 1.1837
H -0.6276 1.5549 0.6719
H -0.5230 3.0593 0.8049
*
```

Atom charges from the Löwdin analysis, given in e for atoms 1 to 5: atom 1 (Br): 0.78, atom 2 (O): -0.07, atom 3 (H): -0.12, atom 4 (H): 0.03, atom 5 (O): -0.06



3.
Molecular formula: BrH16O8
Method: DFT, ωB97M-V with the def2-TZVPD basis set

Properties
* Kohn-Sham gap: 0.355 Ha
* LUMO level: 2.95 eV
* E_HOMO: -6.7 eV
* max |F|: 0.34 eV Å⁻¹

```
! wB97M-V def2-TZVPD RIJCOSX def2/J DEFGRID3
* xyz -1 1
Br 0.2213 -0.4408 0.0227
O 1.1002 -2.9323 2.1067
H 0.5807 -2.2921 1.5892
H 0.4520 -3.5250 2.4952
O 2.1291 1.6739 2.1538
H 1.4503 1.5682 2.8258
H 1.9109 0.9973 1.4993
O -2.8936 0.4678 1.9009
H -3.4672 -0.3012 1.9556
H -2.0909 0.1347 1.4792
O -2.1761 1.6840 -1.7933
H -2.3896 2.4284 -1.2218
H -1.5966 1.1469 -1.2387
O -0.5226 3.1392 0.4992
H -0.1937 2.2371 0.3816
H -0.3229 3.5606 -0.3425
O 1.5783 1.3297 -2.5664
H 2.3971 1.3080 -2.0629
H 0.9710 0.8013 -2.0251
O -1.9086 -1.9194 -2.4094
H -1.2636 -1.7655 -3.1050
H -1.6000 -1.3567 -1.6854
O 2.8748 -2.7594 -0.3524
H 2.6014 -3.0004 0.5418
H 2.1584 -2.1840 -0.6481
*
```

Atom charges from the Löwdin analysis, given in e for atoms 1 to 5: atom 1 (Br): 0.17, atom 2 (O): -0.11, atom 3 (H): -0.10, atom 4 (H): 0.03, atom 5 (O): -0.10



4.
Molecular formula: BrH16O8
Method: DFT, ωB97M-V with the def2-TZVPD basis set

Properties
* Kohn-Sham gap: 0.357 Ha
* LUMO level: 3.27 eV
* E_HOMO: -6.5 eV
* max |F|: 4.32 eV Å⁻¹

```
! wB97M-V def2-TZVPD RIJCOSX def2/J DEFGRID3
* xyz -1 1
Br -0.0974 -0.3752 -0.1620
O 0.8625 1.0948 -2.5225
H 0.5089 0.6352 -1.7610
H 1.4645 0.4677 -2.9232
O -2.0326 -0.3141 1.8710
H -2.6527 -0.3446 1.1425
H -1.1834 -0.1600 1.4571
O -0.8390 -1.4464 -2.3274
H -0.6964 -1.2371 -1.4043
H -1.6374 -0.9726 -2.5603
O 2.1062 1.1671 0.0604
H 1.2589 0.7221 0.0778
H 2.1626 1.6091 0.9075
O -0.2624 1.9361 0.9978
H -0.0739 1.1050 0.5619
H 0.4862 2.0783 1.5772
O 1.5468 -0.9594 1.9077
H 1.0918 -1.1010 1.0775
H 2.4466 -0.7514 1.6557
O -2.0347 1.6065 -0.3874
H -1.7764 2.0097 0.4414
H -1.3911 0.9119 -0.5273
O 0.0529 -2.7618 0.5525
H 0.8421 -3.0270 0.0801
H -0.1527 -1.8929 0.2074
*
```

Atom charges from the Löwdin analysis, given in e for atoms 1 to 5: atom 1 (Br): 1.11, atom 2 (O): -0.09, atom 3 (H): -0.12, atom 4 (H): 0.03, atom 5 (O): -0.10



5.
Molecular formula: BrH2IO2Si
Method: DFT, ωB97M-V with the def2-TZVPD basis set

Properties
* Kohn-Sham gap: 0.249 Ha
* LUMO level: -1.85 eV
* E_HOMO: -8.6 eV
* max |F|: 3.93 eV Å⁻¹

```
! wB97M-V def2-TZVPD RIJCOSX def2/J DEFGRID3
* xyz 0 1
O -0.4599 0.5856 -1.4279
O -0.6365 0.4707 1.2692
Si 0.1924 0.1983 -0.0485
Br 0.2642 -3.2481 -0.1609
I 2.5101 0.9047 0.0904
H -1.3614 0.8682 -1.8466
H -0.5089 0.2205 2.1242
*
```

Atom charges from the Löwdin analysis, given in e for atoms 1 to 5: atom 1 (O): -0.18, atom 2 (O): -0.11, atom 3 (Si): -0.05, atom 4 (Br): -0.42, atom 5 (I): 0.57



6.
Molecular formula: BrH2N
Method: DFT, ωB97M-V with the def2-TZVPD basis set

Properties
* Kohn-Sham gap (spin up / spin down): 0.155 / 0.173 Ha
* LUMO level (spin up / spin down): -5.18 / -5.03 eV
* E_HOMO (spin up / spin down): -9.4 / -9.8 eV
* max |F|: 1.77 eV Å⁻¹

```
! wB97M-V def2-TZVPD RIJCOSX def2/J DEFGRID3
* xyz 0 1
N -0.0208 -1.0944 0.2904
Br 0.0317 2.4427 0.1454
H 0.1392 -0.0919 0.3184
H -0.1500 -1.2563 -0.7542
*
```

Taken from the Löwdin analysis, the atomic charges in e are: atom 1 (N): 0.25, atom 2 (Br): -0.09, atom 3 (H): -0.20, atom 4 (H): 0.04



7.
Molecular formula: BrH2NOS
Method: DFT, ωB97M-V with the def2-TZVPD basis set

Properties
* Kohn-Sham gap (spin up / spin down): 0.279 / 0.227 Ha
* LUMO level (spin up / spin down): 0.61 / -4.49 eV
* E_HOMO (spin up / spin down): -7.0 / -10.7 eV
* max |F|: 7.13 eV Å⁻¹

```
! wB97M-V def2-TZVPD RIJCOSX def2/J DEFGRID3
* xyz 0 3
N -0.7474 0.1778 0.1371
O 1.0931 -1.7535 -0.0418
S 0.6362 -0.3505 0.2994
Br 1.4388 -0.0780 2.4074
H -1.5113 -0.1867 0.6926
H 1.1700 0.7578 -0.4697
*
```

Atom charges from the Löwdin analysis, given in e for atoms 1 to 5: atom 1 (N): -0.22, atom 2 (O): -0.49, atom 3 (S): 0.28, atom 4 (Br): 0.32, atom 5 (H): 0.04



8.
Molecular formula: BrH2O2PS
Method: DFT, ωB97M-V with the def2-TZVPD basis set

Properties
* Kohn-Sham gap: 0.294 Ha
* LUMO level: -2.11 eV
* E_HOMO: -10.1 eV
* max |F|: 3.89 eV Å⁻¹

```
! wB97M-V def2-TZVPD RIJCOSX def2/J DEFGRID3
* xyz 0 1
O 0.1496 1.3839 -0.1477
P -0.3361 -0.0180 0.3063
O 0.9201 -0.5021 1.0556
S -1.9442 -0.0183 1.3590
Br 0.1341 -1.5010 -2.0491
H -0.4166 1.6615 -0.8797
H 1.4931 -1.0060 0.3556
*
```

Atom charges from the Löwdin analysis, given in e for atoms 1 to 5: atom 1 (O): -0.22, atom 2 (P): 0.00, atom 3 (O): -0.26, atom 4 (S): 0.34, atom 5 (Br): -0.04



9.
Molecular formula: BrH2O3P
Method: DFT, ωB97M-V with the def2-TZVPD basis set

Properties
* Kohn-Sham gap: 0.266 Ha
* LUMO level: -1.16 eV
* E_HOMO: -8.4 eV
* max |F|: 3.03 eV Å⁻¹

```
! wB97M-V def2-TZVPD RIJCOSX def2/J DEFGRID3
* xyz 0 1
O -0.0980 -0.7190 0.5744
O -0.8706 1.1689 -0.6674
O 0.9394 0.8039 3.1639
P -1.0734 0.3765 0.6966
Br 1.8527 -0.4795 2.5276
H 0.7063 -0.8079 1.4584
H 0.0114 0.9047 -1.1761
*
```

Atom charges from the Löwdin analysis, given in e for atoms 1 to 5: atom 1 (O): -0.45, atom 2 (O): -0.31, atom 3 (O): -0.94, atom 4 (P): 0.90, atom 5 (Br): 0.83



10.
Molecular formula: BrH2OP
Method: DFT, ωB97M-V with the def2-TZVPD basis set

Properties
* Kohn-Sham gap: 0.335 Ha
* LUMO level: -1.13 eV
* E_HOMO: -10.2 eV
* max |F|: 7.24 eV Å⁻¹

```
! wB97M-V def2-TZVPD RIJCOSX def2/J DEFGRID3
* xyz 0 1
O 0.8162 0.1313 -1.0336
P -0.8475 -1.2516 -0.2723
Br -2.4516 0.2232 -0.0230
H 0.5750 0.8710 -0.6121
H -0.0835 -1.2802 0.9710
*
```

Taken from the Löwdin analysis, the atomic charges in e are: atom 1 (O): -0.36, atom 2 (P): 0.47, atom 3 (Br): 0.16, atom 4 (H): -0.15, atom 5 (H): -0.13



11.
Molecular formula: BrH2OP
Method: DFT, ωB97M-V with the def2-TZVPD basis set

Properties
* Kohn-Sham gap (spin up / spin down): 0.274 / 0.274 Ha
* LUMO level (spin up / spin down): -2.00 / -2.00 eV
* E_HOMO (spin up / spin down): -9.5 / -9.5 eV
* max |F|: 3.21 eV Å⁻¹

```
! wB97M-V def2-TZVPD RIJCOSX def2/J DEFGRID3
* xyz 0 1
O -0.2985 -0.8185 -0.9640
P 0.4437 1.4739 -0.0373
Br 1.2778 2.2627 -1.8141
H -1.1973 -1.1427 -1.0132
H 1.6474 0.9369 0.6622
*
```

Taken from the Löwdin analysis, the atomic charges in e are: atom 1 (O): -0.42, atom 2 (P): 0.40, atom 3 (Br): 0.22, atom 4 (H): -0.08, atom 5 (H): -0.13



12.
Molecular formula: BrH3NP
Method: DFT, ωB97M-V with the def2-TZVPD basis set

Properties
* Kohn-Sham gap: 0.359 Ha
* LUMO level: 0.51 eV
* E_HOMO: -9.3 eV
* max |F|: 5.82 eV Å⁻¹

```
! wB97M-V def2-TZVPD RIJCOSX def2/J DEFGRID3
* xyz 0 1
N -0.1867 -0.5067 0.7163
P -0.4753 0.4192 -0.8107
Br 0.8567 2.2631 -0.6546
H 0.0014 -1.4176 0.6008
H -0.8311 -0.3133 1.4686
H 0.6351 -0.4448 -1.3203
*
```

Atom charges from the Löwdin analysis, given in e for atoms 1 to 5: atom 1 (N): -0.30, atom 2 (P): 0.39, atom 3 (Br): 0.05, atom 4 (H): -0.06, atom 5 (H): 0.01



Going through the records in order, we get calculated total energy values of -4341.5276, -3032.5497, -3185.6753, -3185.3663, -3312.9578, -2629.7651, -3103.1700, -3465.2829, -3142.1845, -2991.7365, -2991.6956, -2971.9217 Eh.
Going through the records in order, we get energy above the lowest of the compared OMol25 structures with the same formula, charge and spin values of 0.00, 11.72, 0.00, 193.92, 67.80, 101.93, 64.99, 27.29, 54.76, 54.22, 79.86, 8.82 kcal per mole.